A 2-piece molecular cluster, C4H12N2O2 overall in a non-equilibrium geometry. Source: the OMol25 dataset; level of theory: ωB97M-V with the def2-TZVPD basis set.

Bonds (Å) are listed after each position.
CARTESIAN COORDINATES (ANGSTROEM)
1 C -2.63 0.13 0.75  O2 1.395, H4 1.101, H5 1.101, H6 1.102
2 O -1.47 -0.23 0.06  C1 1.395
3 H -0.45 0.94 -0.49  C8 1.170
4 H -2.46 0.79 1.62  C1 1.101
5 H -3.17 -0.76 1.11  C1 1.101
6 H -3.33 0.64 0.08  C1 1.102
7 C 0.54 -1.94 -0.24  C9 1.493, H18 1.091, H19 1.089, H20 1.097
8 C 0.69 0.68 -0.39  H3 1.170, C9 1.508, N10 1.463, N11 1.440
9 C 0.41 -0.58 0.38  C7 1.493, C8 1.508, O12 1.340
10 N 1.37 1.64 0.48  C8 1.463, H14 1.017, H15 1.014
11 N 1.31 0.64 -1.69  C8 1.440, H16 1.013, H17 1.013
12 O 0.74 -0.54 1.67  C9 1.340, H13 0.997
13 H 1.11 0.38 1.78  O12 0.997
14 H 2.36 1.66 0.23  N10 1.017
15 H 1.01 2.58 0.31  N10 1.014
16 H 1.51 -0.28 -2.06  N11 1.013
17 H 0.73 1.10 -2.38  N11 1.013
18 H 0.09 -2.69 0.41  C7 1.091
19 H 0.04 -1.96 -1.21  C7 1.089
20 H 1.60 -2.19 -0.39  C7 1.097

Properties
molar mass: 120.15 g mol⁻¹

A 2-piece molecular cluster, C4H12N2O2 overall in a non-equilibrium geometry. Source: the OMol25 dataset; level of theory: ωB97M-V with the def2-TZVPD basis set.

Bonds (Å) are listed after each position.
CARTESIAN COORDINATES (ANGSTROEM)
1 C 0.73 2.03 0.65  C2 1.355, H6 1.080, H7 1.076
2 C 0.42 0.72 0.76  C1 1.355, N3 1.462, H8 1.083
3 N 0.82 -0.28 -0.23  C2 1.462, C4 1.466, N5 1.429
4 C 1.23 -1.56 0.33  N3 1.466, H9 1.090, H10 1.090, H11 1.090
5 N 1.77 0.15 -1.21  N3 1.429, H12 1.016, H13 1.025
6 H 0.84 2.53 -0.30  C1 1.080
7 H 0.60 2.68 1.50  C1 1.076
8 H 0.31 0.29 1.75  C2 1.083
9 H 2.19 -1.48 0.84  C4 1.090
10 H 1.32 -2.28 -0.49  C4 1.090
11 H 0.47 -1.90 1.03  C4 1.090
12 H 1.26 0.65 -1.94  N5 1.016
13 H 2.40 0.82 -0.77  N5 1.025
14 O -1.55 -0.57 -1.28  C15 1.339, H17 1.172
15 C -2.23 -0.01 -0.27  O14 1.339, O16 1.390, H18 1.102, H19 1.243
16 O -2.80 -0.89 0.64  C15 1.390, H20 0.964
17 H -0.42 -0.53 -0.95  O14 1.172
18 H -2.97 0.74 -0.61  C15 1.102
19 H -1.37 0.61 0.38  C15 1.243
20 H -3.02 -1.71 0.16  O16 0.964

Properties
SMILES: C=CN(C)N.OCO
molar mass: 120.15 g mol⁻¹

A 2-piece molecular cluster, C4H12N2O2 overall in a non-equilibrium geometry. Source: the OMol25 dataset; level of theory: ωB97M-V with the def2-TZVPD basis set.

Bonds (Å) are listed after each position.
CARTESIAN COORDINATES (ANGSTROEM)
1 C 1.46 0.07 -2.03  N2 1.541, H8 1.051, H9 1.098, H10 1.078
2 N 0.87 -0.84 -0.94  C1 1.541, C3 1.361, H11 0.909
3 C -0.32 -0.67 -0.31  N2 1.361, O4 1.214, C5 1.635
4 O -0.58 -1.10 0.80  C3 1.214
5 C -1.35 0.28 -1.15  C3 1.635, C6 1.591, N7 1.443, H12 1.192
6 C -2.87 -0.06 -0.85  C5 1.591, H13 1.061, H14 1.133, H15 1.075
7 N -0.94 1.55 -0.60  C5 1.443, H16 0.963, H17 1.009
8 H 2.05 0.81 -1.55  C1 1.051
9 H 1.94 -0.50 -2.83  C1 1.098
10 H 0.74 0.42 -2.75  C1 1.078
11 H 1.44 -1.35 -0.45  N2 0.909
12 H -1.08 0.27 -2.32  C5 1.192
13 H -3.16 -0.10 0.17  C6 1.061
14 H -2.95 -1.04 -1.40  C6 1.133
15 H -3.62 0.47 -1.41  C6 1.075
16 H -0.13 2.03 -0.78  N7 0.963
17 H -1.58 1.92 0.08  N7 1.009
18 O 3.23 -0.67 6.46  H19 0.868, H20 0.923
19 H 3.82 -1.25 6.20  O18 0.868
20 H 3.04 -0.25 5.66  O18 0.923

Properties
SMILES: CNC(=O)[C@@H](C)N.O
molar mass: 120.15 g mol⁻¹

Frontier orbital gap values, unit eV, following the record order: 8.9; 9.2; 9.1.
Energy relative to the best compared isomer or geometry (same formula, charge and spin) values, unit kJ/mol, following the record order: 379.5; 452.7; 325.9.